{"formula": "C7H10O", "method": "the ωB97M-V functional and the def2-TZVPD basis", "e_homo_ev": -9.12, "e_lumo_ev": 0.9, "charge": 0, "e_tot_ha": -347.65042, "max_force_ev_per_a": 7.2, "e_above_lowest_ev": 8.5107, "species": ["C", "C", "C", "C", "C", "C", "C", "H", "H", "H", "H", "H", "H", "H", "H", "H", "H", "O"], "xyz": [[-0.7543, 1.0167, -0.9137], [-0.8528, 0.3903, 0.5213], [-2.1634, -0.5988, 0.3073], [-0.6163, -0.9908, 0.1740], [1.2384, -0.3589, 0.1186], [2.4981, -0.2030, -0.1849], [0.5711, 0.6560, 1.0975], [-1.8583, 1.7623, -1.3583], [-0.7651, 0.1026, -1.8085], [0.0726, 1.5032, -1.4038], [-2.8477, -0.6185, -0.6696], [-2.6659, -1.1242, 1.1591], [-0.2710, -1.6157, 0.9863], [3.1890, -0.9586, -0.7821], [3.0659, 0.5242, 0.4140], [0.9603, 1.6307, 1.0011], [0.7840, 0.0340, 2.0609], [0.4154, -1.1512, -0.7192]], "mulliken_charge": [-1.166, 0.451, -0.545, -0.182, 0.498, -0.884, -0.734, 0.222, 0.254, 0.398, 0.215, 0.291, 0.434, 0.232, 0.260, 0.431, 0.272, -0.446]}

---

{"formula": "C3H6O2PS", "method": "the ωB97M-V functional and the def2-TZVPD basis", "e_homo_ev": -3.62, "e_lumo_ev": 3.8, "charge": -1, "smiles": "CP(C)(=O)C([O-])=S", "e_tot_ha": -1008.00601, "max_force_ev_per_a": 4.5, "e_above_lowest_ev": 1.0536, "species": ["C", "C", "C", "O", "O", "P", "S", "H", "H", "H", "H", "H", "H"], "xyz": [[2.5440, 0.6064, 0.2070], [-0.2102, 0.1374, 1.0356], [0.6529, -0.3569, -1.7289], [2.3332, 1.6224, 0.8300], [1.2404, -2.0826, 0.3594], [1.1266, -0.6634, 0.1131], [3.9186, -0.0139, -0.6026], [-1.0600, -0.6527, 0.9415], [-0.1219, 0.3632, 2.0532], [-0.1723, 1.1731, 0.5553], [-0.1925, -0.8765, -1.9423], [0.3205, 0.7593, -1.6890], [1.4921, -0.6188, -2.3878]], "mulliken_charge": [0.285, -0.942, -1.024, -0.579, -0.753, 0.699, -0.482, 0.234, 0.384, 0.263, 0.374, 0.234, 0.306]}

---

{"formula": "C27H72AsF6O27S9", "method": "the ωB97M-V functional and the def2-TZVPD basis", "e_homo_ev": -9.49, "e_lumo_ev": 1.5, "charge": -1, "e_tot_ha": -9521.97157, "max_force_ev_per_a": 3.9, "e_above_lowest_ev": 7.4400, "species": ["As", "F", "F", "F", "F", "F", "F", "O", "S", "O", "O", "C", "C", "C", "H", "H", "H", "H", "H", "H", "H", "H", "O", "S", "O", "O", "C", "C", "C", "H", "H", "H", "H", "H", "H", "H", "H", "O", "S", "O", "O", "C", "C", "C", "H", "H", "H", "H", "H", "H", "H", "H", "O", "S", "O", "O", "C", "C", "C", "H", "H", "H", "H", "H", "H", "H", "H", "O", "S", "O", "O", "C", "C", "C", "H", "H", "H", "H", "H", "H", "H", "H", "O", "S", "O", "O", "C", "C", "C", "H", "H", "H", "H", "H", "H", "H", "H", "O", "S", "O", "O", "C", "C", "C", "H", "H", "H", "H", "H", "H", "H", "H", "O", "S", "O", "O", "C", "C", "C", "H", "H", "H", "H", "H", "H", "H", "H", "O", "S", "O", "O", "C", "C", "C", "H", "H", "H", "H", "H", "H", "H", "H"], "xyz": [[0.1110, 1.0018, -1.3979], [-1.1438, 0.9247, -0.1324], [-0.4271, -0.6193, -2.0149], [1.3336, 1.0677, -2.7067], [0.6623, 2.5926, -0.8247], [1.3061, 0.1808, -0.3265], [-1.0931, 1.8377, -2.4163], [6.8669, -5.8466, -4.2145], [6.4022, -4.4789, -4.1930], [6.8470, -3.5011, -3.1841], [6.6321, -3.8870, -5.7204], [7.2190, -2.6096, -5.8421], [7.5415, -2.3716, -7.3009], [4.5247, -4.4672, -4.1734], [8.1520, -2.6246, -5.2787], [6.5700, -1.8242, -5.4548], [8.2555, -3.1178, -7.6494], [7.9707, -1.3916, -7.5094], [6.6200, -2.5871, -7.8418], [4.0769, -3.6123, -3.6668], [4.1862, -5.3606, -3.6487], [4.3560, -4.4963, -5.2499], [8.7027, 4.5388, -1.8908], [7.8775, 4.2915, -3.1224], [8.4727, 4.5487, -4.4652], [7.1056, 2.8704, -3.0805], [6.5630, 2.3431, -1.9114], [7.6723, 1.7915, -1.0000], [6.4021, 5.3570, -3.0596], [6.0205, 1.4230, -2.1289], [5.9568, 3.0579, -1.3549], [8.1975, 0.9602, -1.4702], [7.1559, 1.2722, -0.1927], [8.2958, 2.5721, -0.5641], [6.1464, 5.3698, -2.0001], [5.6286, 4.9454, -3.7080], [6.8373, 6.3295, -3.2895], [2.4393, -1.8024, 5.7956], [3.5382, -2.7204, 5.4759], [4.9046, -2.2036, 5.3943], [3.4682, -3.9099, 6.6527], [2.1825, -4.4617, 7.0199], [2.1245, -5.9029, 6.7288], [3.0834, -3.7858, 4.0336], [1.3559, -3.7884, 6.7932], [2.1686, -4.4086, 8.1085], [2.1737, -6.0441, 5.6491], [1.2559, -6.4049, 7.1550], [3.0270, -6.4324, 7.0341], [3.6207, -4.7132, 4.2316], [3.3250, -3.4021, 3.0424], [2.0056, -3.9433, 3.9927], [0.0727, 6.1528, 6.9229], [0.6937, 4.9920, 6.3047], [-0.1811, 4.0259, 5.5783], [2.0739, 5.4658, 5.4148], [2.5007, 4.5725, 4.4130], [3.9835, 4.1233, 4.4094], [1.6331, 4.0250, 7.5818], [2.2778, 5.0013, 3.4359], [1.8479, 3.7022, 4.3451], [4.5295, 5.0499, 4.2325], [4.2052, 3.4453, 3.5852], [4.4098, 3.6920, 5.3151], [0.8092, 3.7299, 8.2317], [2.3133, 4.6909, 8.1128], [2.1869, 3.1557, 7.2271], [-0.0963, -7.4626, 0.8301], [-0.9403, -8.1259, -0.1552], [-0.3964, -8.7792, -1.3466], [-1.7178, -9.3155, 0.7062], [-2.2756, -8.9309, 1.9422], [-3.5250, -9.7003, 2.3871], [-2.4273, -7.0197, -0.6611], [-2.5013, -7.8694, 1.8411], [-1.4534, -9.1435, 2.6255], [-3.6736, -9.2978, 3.3891], [-3.3962, -10.7826, 2.4009], [-4.3758, -9.5633, 1.7196], [-2.1184, -6.5156, -1.5768], [-2.5492, -6.2374, 0.0881], [-3.2569, -7.7035, -0.8408], [-2.3004, -3.8617, 4.7575], [-3.3440, -2.8371, 4.7163], [-4.2082, -2.7870, 3.5474], [-4.3337, -2.9899, 6.1011], [-3.8412, -3.5466, 7.2838], [-4.0346, -5.0516, 7.3015], [-2.6040, -1.1828, 5.2307], [-4.3091, -3.0033, 8.1048], [-2.7657, -3.4016, 7.3854], [-3.5992, -5.5225, 6.4201], [-5.0945, -5.3016, 7.2546], [-3.5195, -5.5348, 8.1317], [-2.2462, -1.2573, 6.2576], [-3.3739, -0.4192, 5.1202], [-1.7205, -0.9506, 4.6360], [-5.4109, -3.9047, -4.9492], [-5.5017, -2.5754, -5.6078], [-6.1676, -2.3757, -6.9105], [-6.0363, -1.3951, -4.5958], [-5.7422, -1.4943, -3.2563], [-6.3473, -0.3239, -2.4884], [-3.7871, -1.9343, -5.8168], [-4.6607, -1.4035, -3.1554], [-6.0506, -2.4841, -2.9196], [-7.4254, -0.4406, -2.5985], [-6.1301, 0.6518, -2.9231], [-6.0284, -0.1329, -1.4637], [-3.2648, -2.2614, -4.9178], [-3.7933, -0.8457, -5.8725], [-3.3927, -2.3599, -6.7396], [-3.8813, 8.4104, 2.4815], [-3.3736, 8.3740, 1.1235], [-4.3224, 8.7983, 0.0824], [-2.0247, 9.3426, 1.0498], [-0.8942, 8.9767, 1.7407], [-0.0403, 10.2647, 1.6943], [-2.5977, 6.7110, 0.6693], [-0.4775, 8.0467, 1.3541], [-1.1368, 8.7275, 2.7738], [-0.3834, 10.9724, 2.4490], [-0.2217, 10.7001, 0.7116], [1.0050, 10.1068, 1.9599], [-2.0592, 6.3069, 1.5265], [-1.8849, 6.8364, -0.1457], [-3.3982, 6.0084, 0.4377], [-4.9207, 6.6613, -7.9688], [-5.0392, 5.5107, -7.0999], [-5.4199, 5.6449, -5.6798], [-6.1117, 4.3473, -7.8620], [-6.6919, 3.3329, -7.0138], [-7.8280, 2.6836, -7.8022], [-3.4677, 4.6424, -7.2472], [-7.0091, 3.7960, -6.0794], [-5.9225, 2.5705, -6.8915], [-8.6391, 3.4048, -7.7012], [-8.2106, 1.6927, -7.5575], [-7.7927, 2.6079, -8.8890], [-3.5564, 3.6854, -6.7330], [-2.7884, 5.2939, -6.6975], [-3.2080, 4.5353, -8.3003]], "mulliken_charge": [2.082, -0.507, -0.530, -0.509, -0.511, -0.520, -0.510, -0.589, 1.121, -0.592, -0.319, -0.111, -1.212, -0.829, 0.310, 0.311, 0.308, 0.362, 0.308, 0.326, 0.330, 0.277, -0.589, 1.119, -0.607, -0.240, -0.230, -1.093, -0.979, 0.322, 0.236, 0.277, 0.387, 0.346, 0.345, 0.322, 0.387, -0.589, 1.133, -0.585, -0.365, -0.268, -1.013, -0.877, 0.384, 0.286, 0.231, 0.345, 0.317, 0.315, 0.408, 0.280, -0.551, 1.044, -0.553, -0.344, -0.239, -1.100, -0.850, 0.320, 0.362, 0.291, 0.346, 0.306, 0.347, 0.322, 0.300, -0.578, 1.170, -0.607, -0.343, -0.171, -1.210, -0.914, 0.364, 0.265, 0.342, 0.324, 0.306, 0.396, 0.357, 0.301, -0.533, 1.121, -0.580, -0.355, -0.130, -1.123, -0.899, 0.386, 0.161, 0.281, 0.302, 0.360, 0.301, 0.325, 0.384, -0.603, 1.101, -0.588, -0.229, -0.122, -1.290, -0.923, 0.323, 0.335, 0.312, 0.302, 0.368, 0.352, 0.282, 0.378, -0.591, 1.119, -0.597, -0.296, -0.187, -1.180, -0.968, 0.321, 0.341, 0.297, 0.311, 0.352, 0.359, 0.358, 0.362, -0.572, 1.125, -0.590, -0.360, -0.006, -1.265, -0.836, 0.353, 0.205, 0.303, 0.351, 0.345, 0.295, 0.342, 0.313]}

---

- Which formula does entry 3 have?
  C27H72AsF6O27S9